# C50H46CaGeN6OP2

A structure of composition C50H46CaGeN6OP2 at a distorted geometry (wB97M-V/def2-TZVPD, OMol25).

The geometry in XYZ format:
```
107
Properties=species:S:1:pos:R:3:forces:R:3:lowdin_charge:R:1
Ca -1.319395 0.779939 0.875953 0.7 1.1 0.7 1.303
C 2.365755 0.484542 -1.742355 -0.1 -0.4 0.0 -0.298
C 2.620993 -0.269910 -0.419530 -0.4 0.0 -0.5 -0.341
P 2.424475 -2.118123 -0.582412 0.1 0.1 0.3 1.062
C 4.116226 -2.693723 -0.110252 -0.1 -0.1 -0.2 -0.367
C 4.294614 -3.869584 0.623868 0.0 0.1 0.0 -0.098
C 5.565308 -4.370724 0.872763 0.0 0.1 0.0 -0.098
C 6.687861 -3.716671 0.378483 0.0 0.0 0.0 -0.116
C 6.523876 -2.570042 -0.386051 0.0 0.0 0.0 -0.105
C 5.250495 -2.071795 -0.634903 0.0 0.0 0.1 -0.110
C 1.492376 -2.531741 0.937793 0.1 -0.1 -0.1 -0.409
C 0.329400 -3.288740 0.818694 0.0 0.1 0.0 -0.114
C -0.379111 -3.673590 1.953447 0.1 0.0 -0.1 -0.077
C 0.080858 -3.310332 3.206463 0.0 0.0 0.1 -0.082
C 1.225946 -2.528788 3.334271 0.0 0.0 0.0 -0.070
C 1.929361 -2.143903 2.206476 -0.1 0.0 0.0 -0.096
C 0.892617 0.586926 -2.182612 0.1 -0.2 0.8 -0.365
P -0.022973 -1.023890 -2.453633 0.4 0.2 -0.8 1.068
C -1.394637 -0.370006 -3.526159 -0.1 -0.1 0.2 -0.370
C -2.066527 -1.265723 -4.362790 0.0 0.0 0.0 -0.103
C -3.138341 -0.853517 -5.138301 0.0 0.0 0.0 -0.097
C -3.568804 0.468605 -5.089903 0.1 0.0 0.0 -0.103
C -2.919330 1.365741 -4.255918 0.0 0.0 0.0 -0.087
C -1.846367 0.946544 -3.475728 0.0 0.0 0.1 -0.108
C 0.974600 -1.671051 -3.901623 -0.2 0.0 0.1 -0.386
C 1.281344 -3.029404 -3.938475 0.0 0.0 0.0 -0.130
C 1.888437 -3.601353 -5.051893 0.0 0.1 0.0 -0.098
C 2.199307 -2.815408 -6.152788 0.0 0.0 0.0 -0.112
C 1.902768 -1.457301 -6.131345 0.0 0.0 0.1 -0.096
C 1.294049 -0.895483 -5.016796 0.1 0.0 0.0 -0.094
H 2.948146 0.017519 -2.543660 0.1 0.1 -0.1 0.090
H 2.720480 1.511529 -1.621599 0.1 0.0 -0.1 0.088
H 1.902840 0.061969 0.333939 0.1 0.0 0.2 0.048
H 3.625255 -0.056500 -0.056977 0.0 0.1 0.1 0.072
H 3.426086 -4.382756 1.020365 0.0 0.0 0.0 0.102
H 5.679801 -5.274947 1.459970 0.0 0.0 0.0 0.096
H 7.680555 -4.101971 0.581131 0.0 0.0 0.0 0.090
H 7.391086 -2.061351 -0.792154 0.0 0.0 0.0 0.094
H 5.139938 -1.179953 -1.243963 0.0 0.0 0.0 0.095
H -0.025131 -3.562197 -0.168781 0.0 0.0 0.0 0.082
H -1.290050 -4.251363 1.857159 0.0 0.0 0.0 0.101
H -0.461159 -3.620218 4.089722 0.0 0.1 0.0 0.099
H 1.550371 -2.209168 4.316313 0.0 0.0 0.0 0.102
H 2.828462 -1.545319 2.304849 0.0 0.0 0.0 0.113
H 0.832039 1.163336 -3.104604 0.0 0.2 0.1 0.058
H 0.381020 1.152801 -1.374345 0.0 -0.1 -0.5 0.060
H -1.749757 -2.302780 -4.396907 0.0 0.0 0.0 0.104
H -3.653482 -1.568955 -5.769769 0.0 0.0 0.0 0.096
H -4.416773 0.792429 -5.680964 0.0 0.0 0.0 0.093
H -3.263113 2.391766 -4.188686 0.0 0.0 0.0 0.103
H -1.384220 1.656442 -2.797933 0.0 0.0 0.0 0.079
H 1.036010 -3.643433 -3.079331 0.0 0.0 0.0 0.080
H 2.113716 -4.661408 -5.062006 0.0 0.0 0.0 0.094
H 2.661592 -3.258113 -7.027839 0.0 0.0 0.0 0.091
H 2.131155 -0.837408 -6.990750 0.0 0.0 0.0 0.094
H 1.044204 0.160471 -5.026256 0.0 0.0 0.0 0.104
N 2.810085 0.169189 10.439248 0.1 0.0 0.1 0.088
C 2.328258 0.255297 9.393631 -0.1 0.0 -0.3 -0.239
C 1.724862 0.363634 8.101587 -0.1 0.0 0.1 -0.281
C 0.322884 0.375899 7.954838 0.1 0.0 0.0 -0.059
C -0.260824 0.440381 6.713550 0.1 -0.1 0.0 -0.039
C 0.508703 0.503417 5.515977 -0.2 0.0 -0.1 -0.193
C 1.919035 0.554058 5.700281 0.0 0.0 0.1 -0.059
C 2.504386 0.473891 6.944586 0.0 0.1 -0.1 -0.062
C -0.056287 0.497734 4.195934 -0.2 0.0 0.1 -0.119
C -1.342440 -0.195890 3.913307 0.0 -0.1 0.1 -0.291
C -2.000946 -1.138589 4.711782 0.0 0.0 -0.1 -0.131
C -3.228102 -1.449627 4.072597 0.1 0.0 0.0 -0.154
C -3.250158 -0.701107 2.911147 0.2 0.1 0.2 -0.245
N -2.118834 0.063615 2.802372 -0.2 -0.2 1.0 -0.131
C 0.575646 1.326591 3.231507 0.1 0.0 -0.1 -0.287
C 1.183621 2.634630 3.602239 0.2 0.0 -0.1 -0.023
C 1.324921 3.349029 2.482882 0.0 -0.2 -0.1 -0.049
C 0.809197 2.543735 1.318809 -0.3 0.2 0.0 -0.496
N 0.510848 1.227574 1.908293 1.3 0.2 1.1 -0.126
H -0.293259 0.350097 8.846735 0.0 0.0 0.0 0.103
H -1.338272 0.479135 6.630081 0.0 -0.1 0.0 0.104
H 2.547010 0.613416 4.818067 0.0 -0.1 0.0 0.108
H 3.584310 0.475231 7.040391 0.0 0.0 0.0 0.105
H -1.623693 -1.584521 5.620706 0.0 0.1 0.0 0.081
H -3.992398 -2.130359 4.422832 0.0 0.0 0.0 0.061
H -4.026230 -0.652316 2.156174 0.0 0.0 0.0 0.072
H 1.367016 2.949742 4.620875 0.0 0.0 -0.1 0.101
H 1.653086 4.376944 2.382311 0.0 0.0 0.1 0.094
H 1.556538 2.450052 0.512662 0.0 0.0 0.1 0.108
O -2.087110 -0.539264 -0.579981 -0.5 -1.3 -1.1 -0.346
N -2.904284 0.438395 -0.583157 -1.2 -0.3 -0.8 -0.182
C -4.097547 0.237199 -1.033128 -1.1 0.1 -0.6 -0.311
C -5.017063 1.347629 -1.073718 0.3 -0.4 0.0 -0.186
N -5.793950 2.191713 -1.139291 -0.1 0.1 0.0 0.139
C -4.575056 -1.032181 -1.525597 0.3 0.3 0.2 -0.175
N -4.991819 -2.038590 -1.889256 -0.1 -0.1 -0.1 0.156
C 0.307664 6.303572 -0.066426 0.1 0.0 0.1 -0.253
Ge -0.393981 4.502353 -0.561953 -0.3 0.0 -0.3 0.730
C 0.616592 4.072842 -2.216384 0.1 -0.1 0.0 -0.225
C -2.216778 4.892452 -1.219875 -0.1 0.0 0.0 -0.235
C -0.520436 3.085984 0.709340 0.7 0.7 -0.1 -0.401
H 0.217317 6.979137 -0.924892 0.0 0.0 0.1 -0.003
H 1.360081 6.267330 0.233281 -0.1 0.0 0.0 -0.004
H -0.268793 6.720901 0.764986 0.1 0.0 0.0 0.002
H 0.840492 4.992278 -2.765456 0.0 0.0 0.0 0.007
H 0.006643 3.433184 -2.861277 0.1 0.0 0.0 -0.011
H 1.558826 3.553443 -2.015477 -0.1 0.1 0.0 -0.005
H -2.201887 5.536506 -2.106118 0.0 0.0 0.1 0.006
H -2.818494 5.385034 -0.450514 0.0 0.0 0.0 0.010
H -2.716988 3.955087 -1.480933 0.0 0.1 0.0 -0.007
H -1.102063 3.508847 1.547046 -0.1 -0.2 0.0 0.022
```
Positions in Å, forces in eV/Å.

ΔE to the lowest compared entry with this formula, charge and spin ... 14.3 kcal/mol
E_LUMO ... 3.774 eV
Charge ... -2
F_max ... 1.8 eV Å⁻¹
HOMO energy ... -0.70 eV